Record 1
# C4H3NO2

The molecule C4H3NO2 in a non-equilibrium geometry (ωB97M-V with the def2-TZVPD basis set, the OMol25 dataset).

Summary:
**Relative energy (zero: lowest compared OMol25 entry of this formula, charge and spin)**: 3.085 eV
**Largest force on an atom**: 2.79 eV/A
**Kohn-Sham gap**: 0.368 hartree
**Energy**: -359.35697 a.u.

Atoms and positions in Å:
O 0.8017 2.2527 -1.4426
C 0.5559 1.0805 -1.4262
C -0.2783 0.3549 -0.3828
C 0.3265 -0.0868 0.8234
C -0.4608 -1.0927 1.2796
O -1.5086 -1.3147 0.5132
N -1.3930 -0.2172 -0.6966
H 1.0048 0.3454 -2.1289
H 1.2139 0.3311 1.2617
H -0.2621 -1.6534 2.1993

---

Record 2
# C48H37F2NO8PS2

A cluster of 4 separate species, C48H37F2NO8PS2 in total in a non-equilibrium geometry (ωB97M-V with the def2-TZVPD basis set, the OMol25 dataset).

Summary:
**Relative energy (zero: lowest compared OMol25 entry of this formula, charge and spin)**: 0.000 eV
**Largest force on an atom**: 1.28 eV/A
**Kohn-Sham gap**: 0.184 hartree
**Energy**: -3845.60759 a.u.
**Charge**: -1

Atoms and positions in Å:
C -1.8624 1.4805 -0.6333
C -2.3159 2.8442 -1.1789
C -2.1452 2.9427 -2.6929
C -0.7088 2.9309 -3.2159
P 0.3558 4.4223 -2.7750
S 2.0839 3.4856 -3.9773
S 1.0193 3.4733 -0.8456
N -0.1496 5.2432 -4.4706
C -1.5258 5.4620 -4.6291
O -2.2048 4.9906 -5.4864
F -2.1092 6.2334 -3.6945
C 0.5920 6.3809 -4.7557
O 1.5930 6.4601 -5.3726
F 0.0497 7.5176 -4.2333
H -2.7242 0.8857 -0.3320
H -1.2985 0.9158 -1.3703
H -1.2528 1.6112 0.2564
H -1.8276 3.6612 -0.6544
H -3.3809 2.9579 -0.9660
H -2.7081 3.7971 -3.0688
H -2.6398 2.0537 -3.0990
H -0.7163 2.9003 -4.3026
H -0.2120 2.0368 -2.8511
H -0.7254 5.0655 -2.0955
H 1.1829 5.5543 -2.5004
H 2.8746 3.1331 -2.9680
H 2.0523 4.2457 -0.5077
C -2.0492 1.9922 -7.5709
C -1.9692 1.5386 -8.8834
C -1.8119 0.1881 -9.1483
C -1.7234 -0.7188 -8.0999
C -1.7892 -0.2608 -6.7805
C -1.9605 1.0913 -6.5245
C -1.6582 -1.2000 -5.6317
O -1.7284 -0.8155 -4.4857
C -1.4332 -2.6456 -5.9362
C -1.2561 -3.5350 -4.8843
C -1.0580 -4.8795 -5.1430
C -1.0430 -5.3434 -6.4549
C -1.2160 -4.4605 -7.5061
C -1.4050 -3.1078 -7.2522
C -1.5632 -2.1669 -8.4025
O -1.5556 -2.5799 -9.5444
H -2.1703 3.0471 -7.3598
H -2.0266 2.2438 -9.7018
H -1.7509 -0.1717 -10.1657
H -2.0130 1.4392 -5.5017
H -1.2744 -3.1630 -3.8689
H -0.9167 -5.5705 -4.3220
H -0.8936 -6.3962 -6.6550
H -1.2030 -4.8092 -8.5290
C -0.9180 -2.3595 4.9473
C -0.9275 -3.7165 5.2537
C -0.6068 -4.6526 4.2860
C -0.2806 -4.2369 3.0014
C -0.2856 -2.8747 2.6907
C -0.5979 -1.9396 3.6680
C 0.0292 -2.4024 1.3110
O 0.0375 -1.2275 1.0284
C 0.3266 -3.4314 0.2715
C 0.5678 -3.0142 -1.0313
C 0.8548 -3.9492 -2.0105
C 0.9087 -5.3026 -1.6903
C 0.6651 -5.7225 -0.3942
C 0.3659 -4.7897 0.5910
C 0.0779 -5.2600 1.9766
O 0.1293 -6.4394 2.2612
H -1.1544 -1.6291 5.7083
H -1.1842 -4.0426 6.2530
H -0.6070 -5.7087 4.5163
H -0.5874 -0.8878 3.4177
H 0.5271 -1.9595 -1.2676
H 1.0397 -3.6234 -3.0258
H 1.1402 -6.0305 -2.4569
H 0.7013 -6.7717 -0.1366
C 5.6432 0.1398 7.0442
C 4.7785 -0.5789 6.2259
C 3.4094 -0.4497 6.3780
C 2.8991 0.3945 7.3554
C 3.7672 1.1043 8.1881
C 5.1400 0.9785 8.0232
C 3.2441 1.9899 9.2669
O 3.9949 2.6113 9.9885
C 1.7644 2.0839 9.4360
C 1.2512 2.8664 10.4618
C -0.1180 2.9772 10.6270
C -0.9823 2.3119 9.7640
C -0.4766 1.5272 8.7429
C 0.8966 1.4045 8.5788
C 1.4219 0.5327 7.4887
O 0.6735 -0.0517 6.7353
H 6.7131 0.0433 6.9167
H 5.1748 -1.2380 5.4654
H 2.7283 -0.9975 5.7417
H 5.8039 1.5397 8.6653
H 1.9313 3.3835 11.1237
H -0.5159 3.5856 11.4280
H -2.0524 2.4063 9.8906
H -1.1395 1.0053 8.0675

---

Record 3
# C5H12IN2

A cluster of 2 separate species, C5H12IN2 in total in a non-equilibrium geometry (ωB97M-V with the def2-TZVPD basis set, the OMol25 dataset).

Summary:
**Relative energy (zero: lowest compared OMol25 entry of this formula, charge and spin)**: 3.761 eV
**Largest force on an atom**: 4.69 eV/A
**Kohn-Sham gap (spin up / spin down)**: 0.349 / 0.171 hartree
**Energy**: -604.54099 a.u.
**Charge**: +1

Atoms and positions in Å:
C 0.5458 -1.9636 0.5714
C 1.1136 2.9630 1.4491
C -0.8932 -0.3164 -2.5453
C 0.3843 -1.4066 -0.7039
C 0.3998 1.7722 1.2508
N -0.5311 -2.3950 1.2905
N -0.7397 -0.9928 -1.2889
I -1.5036 1.5736 2.1297
H 1.5091 -2.3199 0.8134
H 2.0740 2.8879 2.1513
H 1.5192 3.3006 0.3929
H 0.5243 3.8309 1.8273
H -0.3082 -0.6401 -3.3218
H -1.9499 -0.3710 -2.8301
H -0.6232 0.7485 -2.6186
H 1.2238 -1.2068 -1.2900
H 0.6095 0.9393 0.7220
H -0.4040 -3.2070 1.8700
H -1.5669 -0.9880 -0.7313
H -1.3836 -2.2089 0.8613

---

Record 4
# C3H7NOS

The molecule C3H7NOS in a non-equilibrium geometry (ωB97M-V with the def2-TZVPD basis set, the OMol25 dataset).

Summary:
**Relative energy (zero: lowest compared OMol25 entry of this formula, charge and spin)**: 3.175 eV
**Largest force on an atom**: 6.51 eV/A
**Kohn-Sham gap**: 0.364 hartree
**Energy**: -646.59531 a.u.

Atoms and positions in Å:
O -2.8579 -1.2643 -0.0963
C -2.5282 -0.0621 -0.3297
N -1.3718 0.7925 0.1684
C 0.1017 1.0040 0.2543
C 0.8654 -0.0748 -0.3039
S 2.6027 -0.3596 0.2227
H -3.1408 0.5162 -0.8869
H -1.7375 1.7705 0.4335
H 0.3550 1.0437 1.3613
H 0.3446 1.8851 -0.3632
H 1.0308 0.3357 -1.3841
H 0.3445 -1.0448 -0.1758
H 2.9925 0.6117 -0.6809